Entry 1:
C38H53N8P2ReS as an isolated structure. Source: the OMol25 dataset; level of theory: the ωB97M-V functional and the def2-TZVPD basis.

```
103
Properties=species:S:1:pos:R:3:forces:R:3
Re 0.0063 0.2160 -0.1574 -0.5 0.0 -0.1
C -3.6273 0.3996 -2.4365 0.0 0.1 0.0
C -3.6657 -0.4002 -1.1330 0.0 -0.1 0.0
C -5.1226 -0.5019 -0.6483 0.0 -0.1 -0.1
P -2.4973 0.1210 0.1884 0.2 0.1 0.0
C -3.1697 1.5287 1.2092 0.0 0.0 0.0
C -3.8689 1.0682 2.4898 0.0 0.0 0.0
C -4.0914 2.4988 0.4638 -0.1 0.0 0.0
C -2.4098 -1.3035 1.3181 0.0 0.0 0.0
C -3.2099 -2.4375 1.3985 0.0 0.0 0.0
C -2.9230 -3.4560 2.3017 0.0 0.0 0.0
C -3.7955 -4.6760 2.3975 0.0 0.0 0.0
C -1.8084 -3.3085 3.1272 0.0 0.0 0.0
C -0.9788 -2.2032 3.0340 -0.1 0.0 0.0
C -1.2705 -1.2019 2.1134 0.0 0.2 -0.1
N -0.3945 -0.0994 1.8447 0.1 -0.1 0.4
C -0.1334 0.7724 2.9323 -0.2 -0.2 -0.2
C -0.6888 0.6013 4.2049 0.1 0.1 0.0
C -0.3877 1.4845 5.2265 0.0 0.1 0.0
C 0.4699 2.5658 5.0442 -0.1 -0.1 0.0
C 0.8116 3.5054 6.1664 0.0 0.0 0.0
C 0.9956 2.7451 3.7735 0.0 0.0 0.0
C 0.6870 1.8835 2.7224 0.0 0.1 0.1
P 1.3817 1.9815 1.0779 0.0 0.0 -0.1
C 3.1155 1.3765 1.3101 0.0 -0.1 0.0
C 4.0529 2.3338 2.0458 0.0 0.0 0.0
C 3.1059 0.0316 2.0459 0.0 0.0 0.0
C 1.4637 3.7093 0.4635 0.0 0.0 -0.1
C 2.3365 3.7060 -0.7974 0.0 0.0 0.0
C 1.8450 4.8332 1.4259 0.0 0.1 0.0
H -4.2828 -0.0924 -3.1578 0.0 0.0 0.0
H -2.6338 0.4817 -2.8683 -0.1 0.0 0.0
H -4.0018 1.4111 -2.2877 0.0 0.0 0.0
H -3.2996 -1.4139 -1.3469 0.0 0.0 0.0
H -5.6282 0.4522 -0.7773 0.0 0.0 0.0
H -5.2335 -0.7967 0.3928 0.0 0.0 0.0
H -5.6551 -1.2309 -1.2613 0.0 0.0 0.0
H -2.2562 2.0646 1.4911 0.0 0.0 0.0
H -4.7628 0.4823 2.2702 0.0 0.0 0.0
H -4.1838 1.9534 3.0452 0.0 0.0 0.0
H -3.2289 0.4787 3.1388 0.1 0.0 0.0
H -5.0882 2.0767 0.3499 0.0 0.0 0.0
H -3.7239 2.7986 -0.5133 0.0 0.0 0.0
H -4.1966 3.3995 1.0703 0.0 0.0 0.0
H -4.0664 -2.5555 0.7477 0.0 0.0 0.0
H -4.4611 -4.7552 1.5391 0.0 0.0 0.0
H -4.4152 -4.6434 3.2949 0.0 0.0 0.0
H -3.1976 -5.5859 2.4495 0.0 0.0 0.0
H -1.5683 -4.0892 3.8389 0.0 0.0 0.0
H -0.0901 -2.1337 3.6478 0.0 0.0 0.0
H -1.3645 -0.2128 4.4102 0.0 -0.1 0.0
H -0.8392 1.3259 6.1986 0.0 0.0 0.0
H 0.2343 3.2740 7.0599 0.0 0.0 0.0
H 0.6044 4.5404 5.8933 0.0 0.0 0.0
H 1.8683 3.4403 6.4292 0.0 0.0 0.0
H 1.6580 3.5828 3.6009 0.0 -0.1 0.0
H 3.4998 1.2374 0.2991 0.0 0.0 0.0
H 3.7062 2.5441 3.0582 0.0 0.0 0.0
H 4.2037 3.2744 1.5234 0.0 0.0 0.0
H 5.0277 1.8513 2.1354 0.0 0.0 0.0
H 2.8976 0.1867 3.1058 0.0 0.0 0.0
H 4.0889 -0.4340 1.9603 0.0 0.0 0.0
H 2.3638 -0.6686 1.6614 0.0 0.0 0.0
H 0.4402 3.8961 0.1445 -0.1 0.0 0.0
H 3.3976 3.6544 -0.5528 0.0 0.0 0.0
H 2.1689 4.6283 -1.3546 0.0 0.0 0.0
H 2.1058 2.8749 -1.4682 -0.1 0.0 0.0
H 2.8352 4.7239 1.8633 0.0 0.0 0.0
H 1.1180 4.9457 2.2290 0.0 0.0 -0.1
H 1.8431 5.7667 0.8593 0.0 0.0 0.0
C -0.8330 3.1941 -5.8513 0.0 0.0 0.0
C 0.2516 3.4290 -4.8128 0.1 0.0 0.0
N -0.2705 3.4791 -3.4542 -0.1 0.0 0.1
C -0.5079 2.3918 -2.6961 0.2 0.0 -0.3
S -1.2642 2.6333 -1.1678 0.1 0.1 0.1
N -0.1637 1.2287 -3.2146 -0.2 -0.1 0.4
N -0.3145 0.1680 -2.3628 0.2 0.1 -0.3
C -0.5390 -0.9726 -2.9239 0.0 -0.2 0.1
C -0.7350 -1.1631 -4.3905 0.0 0.1 0.0
C -0.5222 -2.1385 -2.0302 0.0 0.1 -0.1
C -0.6926 -3.4358 -2.4937 0.0 0.0 0.0
C -0.4939 -4.4952 -1.6257 0.0 0.0 -0.1
C -0.0929 -4.2330 -0.3276 0.0 0.0 0.1
C 0.0243 -2.9177 0.0760 0.0 0.0 0.0
N -0.2417 -1.8907 -0.7363 -0.1 0.0 0.0
H -0.4134 3.2304 -6.8561 0.0 0.0 0.0
H -1.6120 3.9543 -5.7854 0.0 0.0 0.0
H -1.2974 2.2184 -5.7081 0.0 0.0 0.0
H 0.7712 4.3704 -4.9936 0.0 0.0 0.0
H 0.9948 2.6342 -4.8464 0.0 0.0 0.0
H -0.6918 4.3336 -3.1272 0.1 0.0 0.0
H -0.4798 -0.2535 -4.9224 0.0 0.0 0.0
H -1.7798 -1.4080 -4.6011 0.0 0.0 0.0
H -0.1196 -1.9823 -4.7595 0.0 0.0 0.0
H -0.9492 -3.6084 -3.5272 0.0 0.0 0.0
H -0.6152 -5.5124 -1.9721 0.0 0.0 0.0
H 0.1305 -5.0245 0.3721 0.0 0.0 0.0
H 0.3377 -2.6662 1.0767 0.0 0.0 0.0
N 6.0454 -1.5714 -0.4452 0.1 0.0 0.1
C 5.0056 -1.4910 -0.9359 -0.1 0.1 0.1
N 3.8234 -1.4497 -1.5373 0.1 -0.2 -0.3
C 2.8362 -0.7986 -1.1462 -0.1 0.2 0.2
N 1.8676 -0.2014 -0.8399 0.2 0.0 -0.1
```
Positions in Å, forces in eV/Å.

LUMO energy (spin up / spin down)   -3.26 / -4.06 eV
HOMO energy (spin up / spin down)   -0.357 / -0.377 hartree
Orbital gap (spin up / spin down)   6.47 / 6.21 eV
Total charge   +1
Multiplicity   4
⟨S²⟩   3.776

Löwdin atomic charge list, values in e, 8 entries: number 1, Re, carries 1.28; number 2, C, carries -0.10; number 3, C, carries -0.50; number 4, C, carries -0.10; number 5, P, carries 0.99; number 6, C, carries -0.52; number 7, C, carries -0.08; number 8, C, carries -0.13

Entry 2:
C38H54F11N2O16SV as an isolated structure. Source: the OMol25 dataset; level of theory: the ωB97M-V functional and the def2-TZVPD basis.

```
123
Properties=species:S:1:pos:R:3:forces:R:3
V -1.7961 -1.3591 -3.0483 0.9 1.3 3.6
C 0.7387 -0.8439 1.0527 -1.1 1.2 -1.4
F 1.7285 -1.4630 0.3633 -0.8 0.3 0.7
F -0.0393 -1.7387 1.6741 0.8 0.2 0.0
F 1.2552 0.0421 1.9042 0.1 -1.0 0.1
S -0.3826 0.2556 -0.0826 0.0 2.9 1.4
O 0.4751 1.3846 -0.4728 -0.4 -1.5 0.3
O -0.7560 -0.5774 -1.2105 -0.3 -1.5 -1.4
O -1.5054 0.6805 0.7729 1.3 -1.2 -0.9
C -0.3989 4.5740 2.9463 1.2 -0.1 1.0
C 0.8960 3.7557 3.3315 -1.0 -0.1 -1.5
C 1.5351 3.0461 2.0701 -1.7 -1.0 1.2
F 1.8064 3.9535 1.1404 0.0 1.1 -0.7
F 2.6853 2.4263 2.3394 0.6 -0.3 0.7
F 1.8138 4.5573 3.8338 0.8 1.5 0.3
F 0.5955 2.9152 4.3310 -0.1 -1.1 0.0
O -1.4826 3.7443 2.5622 -0.6 -0.3 -1.7
C -2.3414 4.3132 1.5859 0.7 -1.9 2.5
C -3.5646 3.3437 1.4240 1.1 -0.6 -0.3
F -4.1241 3.0437 2.5836 -0.4 0.4 1.5
F -4.5228 3.9014 0.6536 0.2 0.2 -0.4
F -2.7235 5.4957 2.0668 -0.2 0.7 -0.9
F -1.6557 4.4029 0.4385 -0.4 0.7 -0.4
H -0.0083 5.2706 2.2045 -0.7 0.2 -0.2
H -0.7651 5.0681 3.8462 0.6 0.4 0.0
H 0.8327 2.3074 1.6841 -0.1 0.1 -0.2
H -3.2177 2.3750 1.0641 0.2 0.2 -0.9
O 2.3086 6.3501 -4.5033 -2.2 -2.5 2.3
C 1.6665 5.5501 -3.8134 1.8 1.4 -1.0
O 1.7577 5.5326 -2.4057 0.5 1.6 -2.3
C 1.1331 4.4354 -1.8357 -0.3 -1.7 -0.3
C 0.1909 3.8945 -2.9183 -0.8 -0.1 -0.6
C 0.7506 4.3627 -4.2966 0.6 1.0 2.5
H 0.6976 4.6724 -0.8650 -0.2 0.2 -0.4
H 1.8836 3.6690 -1.6422 0.1 -0.1 0.2
H -0.7957 4.3558 -2.8735 -0.1 0.1 0.5
H 0.0312 2.8174 -2.8684 0.2 0.0 0.2
H -0.0955 4.7515 -4.8633 0.6 -0.2 -0.6
H 1.3924 3.6021 -4.7412 -0.2 0.3 -0.5
O -0.1675 -7.6704 -1.1811 -0.7 4.1 1.3
C -0.3544 -6.5292 -0.6911 1.6 -5.2 -0.8
O 0.3837 -6.1499 0.3858 -0.3 -0.2 -0.4
C -0.0378 -4.8850 0.8504 -0.8 1.1 -0.2
C -1.3462 -4.5326 0.0833 0.0 0.2 0.8
C -1.3327 -5.4955 -1.0738 -0.6 0.4 -0.8
H 0.7155 -4.1457 0.5784 0.1 0.0 0.2
H -0.1902 -4.8882 1.9297 0.2 -0.2 -0.1
H -1.3751 -3.4630 -0.1251 0.1 -0.1 -0.4
H -2.2545 -4.7422 0.6482 0.2 0.0 0.4
H -0.9843 -5.0695 -2.0147 -0.1 0.0 -0.1
H -2.3107 -5.9517 -1.2268 0.2 -0.1 -0.2
O -3.3978 -1.5237 -1.5663 0.9 -0.5 -2.9
C -4.0689 -1.3953 -0.5728 0.5 0.3 1.3
O -3.4951 -1.6008 0.5879 -0.3 -0.3 0.5
C -4.4333 -1.3291 1.6489 -1.0 0.7 0.6
C -5.7987 -1.2675 0.9783 -0.3 0.3 0.9
C -5.4906 -0.9417 -0.4554 0.3 -0.8 -0.7
H -4.2509 -0.3584 2.1099 0.7 -0.2 -0.1
H -4.4873 -2.0912 2.4263 0.9 -0.1 -0.2
H -6.3775 -0.4946 1.4840 -0.2 -0.2 -0.1
H -6.2630 -2.2398 1.1424 -0.4 0.2 -0.5
H -5.4713 0.1109 -0.7380 -0.3 0.1 0.2
H -6.0787 -1.5117 -1.1746 -0.1 0.3 -0.1
O 6.1223 -0.8343 -2.9341 -1.3 1.0 0.1
C 5.3140 0.0401 -2.6947 1.4 -0.3 -0.5
O 4.5431 0.0138 -1.5974 -0.7 0.1 0.7
C 3.5870 1.1028 -1.6107 0.1 0.6 -0.2
C 4.1940 2.1652 -2.5298 -0.1 -0.1 0.1
C 5.0462 1.3427 -3.4560 0.3 -0.4 -0.4
H 3.4142 1.5661 -0.6393 0.2 -0.8 0.3
H 2.6424 0.7013 -1.9775 -0.1 0.1 0.0
H 4.8494 2.8391 -1.9781 -0.3 0.1 0.2
H 3.4203 2.7468 -3.0310 0.1 0.0 0.0
H 5.9963 1.8223 -3.6911 -0.1 -0.2 -0.2
H 4.5149 1.1132 -4.3797 0.2 -0.1 -0.2
O -2.4903 0.8395 -2.7412 0.3 -1.7 0.0
C -3.0133 1.9025 -2.9334 -1.0 2.0 0.7
O -3.3632 2.7385 -1.8943 0.8 -1.1 -0.8
C -3.7815 4.0521 -2.3813 -0.5 -0.8 -0.4
C -4.0622 3.7789 -3.8353 -1.0 1.1 -1.3
C -3.2990 2.5604 -4.2517 0.9 0.2 0.6
H -3.0239 4.8175 -2.2131 0.1 -0.4 0.3
H -4.7340 4.3339 -1.9325 0.5 -0.1 0.6
H -3.7938 4.6494 -4.4340 -0.2 0.0 -0.1
H -5.1297 3.6029 -3.9680 0.0 0.1 0.0
H -2.3026 2.8695 -4.5675 0.2 -0.1 -0.4
H -3.7368 1.9269 -5.0232 0.0 0.0 0.3
O 0.1139 -2.5659 -2.8519 0.8 0.1 -0.7
C 1.2869 -2.9908 -2.7640 -1.9 -1.8 0.5
O 1.4710 -4.1999 -2.2200 -1.5 1.0 -0.3
C 2.8400 -4.5887 -2.2517 1.0 0.8 1.0
C 3.5858 -3.2414 -2.4359 1.5 -1.4 -0.3
C 2.5934 -2.4200 -3.1695 -1.1 1.5 -0.4
H 2.9553 -5.3408 -3.0322 0.2 0.2 0.0
H 3.0942 -4.9951 -1.2727 -0.2 -0.3 -0.2
H 4.5001 -3.4619 -2.9868 -0.1 0.4 -0.3
H 3.9625 -2.7727 -1.5267 -0.5 -0.1 0.2
H 2.6671 -2.4589 -4.2563 0.0 -0.1 -0.1
H 2.4929 -1.3710 -2.8910 0.6 0.2 0.0
C -0.6625 0.9229 6.6338 -0.9 -0.7 0.0
C -0.4009 0.2363 5.2554 0.0 1.1 0.7
C -1.4387 0.7631 4.2047 0.6 -0.6 0.3
C -2.8082 0.3955 4.5381 -2.4 -0.9 1.3
N -3.8841 0.0648 4.8586 2.2 0.7 -0.9
H -1.7059 0.7340 6.8861 -0.1 -0.1 0.2
H -0.5890 2.0099 6.6672 0.3 0.0 -0.7
H -0.0920 0.5765 7.4955 0.3 -0.3 -0.4
H -0.4096 -0.8537 5.2597 -0.5 0.0 0.5
H 0.6377 0.4421 4.9963 -0.2 0.4 -0.6
H -1.2733 0.2656 3.2491 0.3 0.4 -0.3
H -1.4219 1.8491 4.1137 0.2 -0.2 -0.2
C 3.4618 -4.0403 3.6002 0.0 -0.5 -1.0
C 3.4659 -4.4303 2.1049 1.5 0.4 -0.6
C 3.6033 -5.9302 1.7479 -1.6 0.2 0.6
C 4.6845 -6.6005 2.4322 1.9 -0.7 1.3
N 5.5579 -7.0824 3.0312 -1.4 0.7 -1.1
H 2.7767 -4.7082 4.1224 -0.1 0.3 0.3
H 3.1623 -2.9935 3.6510 -0.2 -0.1 0.3
H 4.4605 -4.1169 4.0300 -0.1 -0.2 0.0
H 4.3426 -3.9739 1.6453 0.1 0.4 0.0
H 2.6309 -3.9608 1.5850 -0.3 -0.4 0.0
H 3.6300 -6.1908 0.6899 0.2 0.4 -0.1
H 2.6639 -6.3650 2.0893 0.0 -0.5 0.1
```
Positions in Å, forces in eV/Å.

LUMO energy (spin up / spin down)   -4.96 / -4.95 eV
HOMO energy (spin up / spin down)   -0.455 / -0.455 hartree
Orbital gap (spin up / spin down)   7.43 / 7.43 eV
Total charge   +1
Multiplicity   4
⟨S²⟩   3.753

Löwdin atomic charge list, values in e, 8 entries: number 1, V, carries 1.29; number 2, C, carries -0.59; number 3, F, carries 0.12; number 4, F, carries 0.14; number 5, F, carries 0.14; number 6, S, carries 0.55; number 7, O, carries -0.31; number 8, O, carries -0.40